{
  "formula": "C4H12",
  "method": "ωB97M-V/def2-TZVPD",
  "symbols": ["C", "C", "H", "H", "H", "H", "H", "H", "C", "C", "H", "H", "H", "H", "H", "H"],
  "positions_angstrom": [[1.334, 0.347, -1.434], [2.700, 0.154, -0.637], [1.049, -0.416, -2.122], [0.561, 0.242, -0.544], [1.478, 1.393, -1.881], [2.721, -0.751, 0.061], [3.001, 0.939, 0.035], [3.468, 0.023, -1.299], [-2.284, -0.660, 1.609], [-1.742, 0.184, 0.453], [-2.947, -1.347, 1.135], [-1.586, -1.472, 2.132], [-2.788, -0.066, 2.389], [-1.437, 1.244, 0.685], [-2.592, 0.360, -0.268], [-0.981, -0.299, -0.264]],
  "forces_ev_per_angstrom": [[0.649, 1.696, 3.953], [-2.153, -1.966, 1.351], [0.391, -0.435, -0.713], [1.377, 1.100, -2.329], [-1.113, -1.571, 0.441], [-0.342, 0.859, -1.119], [-0.472, 0.831, -0.022], [2.179, -0.378, -1.749], [1.652, -1.629, 0.884], [-0.016, 0.795, -1.891], [-1.141, -0.337, -0.017], [-0.753, 2.289, -0.945], [0.179, -0.348, -0.426], [0.187, -1.271, 0.113], [0.534, -0.147, 0.752], [-1.158, 0.513, 1.716]],
  "orbital_gap_ev": 11.91,
  "lumo_ev": 1.10,
  "multiplicity": 1,
  "charge": 0,
  "smiles": "CC.CC"
}


{
  "formula": "C5H10O2",
  "method": "ωB97M-V/def2-TZVPD",
  "symbols": ["C", "C", "O", "C", "C", "C", "O", "H", "H", "H", "H", "H", "H", "H", "H", "H", "H"],
  "positions_angstrom": [[2.609, -1.042, -0.297], [1.337, -1.399, 0.469], [0.226, -0.720, 0.008], [-1.786, 0.545, 0.050], [-2.063, 1.834, 0.734], [-1.275, 0.450, -1.260], [-0.931, -0.658, -1.706], [2.823, 0.029, -0.207], [3.474, -1.609, 0.072], [2.468, -1.272, -1.359], [1.155, -2.487, 0.419], [1.463, -1.168, 1.542], [-2.076, -0.383, 0.532], [-3.121, 1.898, 1.028], [-1.479, 1.904, 1.660], [-1.821, 2.696, 0.102], [-1.005, 1.381, -1.786]],
  "forces_ev_per_angstrom": [[0.036, 0.061, -0.036], [0.373, -0.348, -0.316], [1.219, -0.250, 1.557], [-0.735, 0.386, 0.153], [-0.006, 0.006, -0.053], [0.373, -0.650, -0.298], [-0.982, 0.745, -0.996], [-0.024, -0.182, -0.001], [-0.187, 0.104, -0.051], [0.054, 0.033, 0.170], [-0.010, 0.121, 0.080], [-0.187, 0.075, -0.101], [0.107, 0.118, -0.068], [0.202, -0.028, -0.048], [-0.067, 0.025, -0.076], [-0.015, -0.162, 0.115], [-0.153, -0.053, -0.030]],
  "orbital_gap_ev": [8.20, 8.54],
  "lumo_ev": [-0.71, -0.89],
  "multiplicity": 1,
  "charge": 0
}


{
  "formula": "C41H29Cl5F9N2O7P2STi",
  "method": "ωB97M-V/def2-TZVPD",
  "symbols": ["Ti", "Cl", "C", "C", "C", "Cl", "C", "Cl", "C", "Cl", "C", "Cl", "O", "C", "O", "C", "C", "C", "C", "C", "C", "O", "N", "O", "O", "N", "O", "O", "H", "H", "C", "C", "P", "C", "C", "C", "C", "H", "H", "H", "H", "H", "H", "H", "H", "H", "H", "H", "H", "H", "H", "H", "F", "C", "F", "F", "C", "C", "C", "C", "C", "C", "P", "C", "C", "C", "C", "C", "C", "C", "F", "F", "F", "C", "C", "C", "C", "C", "C", "C", "F", "F", "F", "H", "H", "H", "H", "H", "H", "H", "H", "H", "H", "H", "H", "S", "C"],
  "positions_angstrom": [[-0.111, 0.113, 0.063], [-0.922, -3.640, 2.238], [0.014, -3.866, 0.799], [-0.043, -2.886, -0.195], [0.712, -3.134, -1.361], [0.640, -1.986, -2.643], [1.501, -4.267, -1.496], [2.414, -4.527, -2.938], [1.557, -5.207, -0.466], [2.551, -6.612, -0.628], [0.805, -5.006, 0.681], [0.866, -6.167, 1.962], [3.789, 0.759, -0.896], [2.581, 0.841, -1.048], [1.765, 0.099, -0.326], [1.970, 1.790, -2.027], [2.898, 2.395, -2.887], [2.444, 3.278, -3.837], [1.107, 3.625, -3.941], [0.164, 3.074, -3.064], [0.583, 2.071, -2.106], [-0.284, 1.424, -1.368], [-1.140, 3.541, -3.199], [-2.026, 3.287, -2.308], [-1.402, 4.315, -4.173], [3.405, 3.882, -4.756], [4.586, 3.578, -4.648], [2.992, 4.652, -5.610], [3.942, 2.146, -2.798], [0.761, 4.331, -4.677], [2.477, -1.854, 2.425], [2.617, -0.335, 2.468], [1.015, 0.538, 2.290], [1.588, 2.292, 2.297], [2.115, 2.876, 3.603], [0.146, 0.167, 3.874], [0.942, 0.077, 5.173], [3.443, -2.340, 2.578], [2.106, -2.155, 1.445], [1.784, -2.234, 3.179], [3.222, -0.007, 1.621], [3.106, -0.003, 3.388], [0.777, 2.911, 1.910], [2.370, 2.300, 1.531], [1.325, 2.936, 4.354], [2.486, 3.890, 3.439], [2.934, 2.282, 4.013], [-0.333, -0.796, 3.669], [-0.680, 0.873, 3.970], [1.756, -0.644, 5.091], [0.291, -0.260, 5.984], [1.372, 1.033, 5.465], [-7.352, 4.267, -2.321], [-6.990, 2.973, -2.487], [-6.774, 2.794, -3.800], [-8.096, 2.244, -2.178], [-5.818, 2.598, -1.635], [-4.756, 1.887, -2.157], [-3.697, 1.518, -1.333], [-3.712, 1.858, 0.009], [-4.774, 2.610, 0.516], [-5.829, 2.974, -0.293], [-2.289, 1.402, 1.085], [-1.828, 3.078, 1.705], [-1.622, 3.415, 3.039], [-1.098, 4.652, 3.390], [-0.760, 5.555, 2.399], [-0.951, 5.231, 1.058], [-1.488, 4.005, 0.709], [-0.137, 6.869, 2.757], [-0.601, 7.884, 2.002], [1.206, 6.859, 2.596], [-0.359, 7.214, 4.046], [-3.117, 0.630, 2.543], [-2.949, -0.743, 2.702], [-3.545, -1.409, 3.765], [-4.301, -0.700, 4.683], [-4.471, 0.673, 4.546], [-3.879, 1.329, 3.480], [-4.973, -1.393, 5.827], [-4.795, -0.734, 6.997], [-4.526, -2.647, 6.020], [-6.313, -1.484, 5.657], [-4.724, 1.644, -3.209], [-2.854, 0.984, -1.742], [-4.777, 2.931, 1.548], [-6.652, 3.556, 0.104], [-1.871, 2.721, 3.830], [-0.952, 4.904, 4.432], [-0.680, 5.935, 0.281], [-1.608, 3.758, -0.347], [-2.356, -1.285, 1.976], [-3.414, -2.477, 3.872], [-5.054, 1.226, 5.271], [-4.007, 2.400, 3.403], [-2.374, -1.352, -0.648], [-0.782, -1.634, -0.029]],
  "forces_ev_per_angstrom": [[-0.882, 0.219, -0.660], [0.011, 0.016, 0.003], [-0.070, -0.033, 0.060], [-0.007, 0.051, -0.315], [-0.133, 0.140, 0.061], [0.040, -0.091, -0.014], [0.031, -0.052, 0.018], [-0.006, 0.000, 0.031], [0.072, 0.011, -0.166], [-0.018, 0.006, 0.030], [-0.054, -0.004, 0.108], [-0.002, 0.033, -0.035], [0.049, 0.012, -0.006], [-0.130, -0.033, 0.090], [-0.205, -0.111, -0.095], [0.158, 0.040, -0.028], [-0.058, 0.061, -0.051], [0.144, -0.018, 0.046], [-0.126, 0.048, -0.015], [0.058, -0.009, -0.065], [0.040, -0.073, -0.009], [0.066, 0.200, -0.198], [0.066, -0.001, 0.162], [0.037, 0.049, 0.075], [-0.077, 0.015, -0.083], [-0.042, -0.164, -0.056], [-0.024, 0.081, 0.005], [0.044, 0.021, 0.058], [-0.012, -0.009, 0.016], [0.009, -0.016, 0.024], [-0.004, 0.015, -0.020], [-0.018, -0.088, 0.005], [0.202, 0.085, 0.527], [-0.019, -0.055, 0.038], [0.000, 0.028, -0.010], [0.029, -0.049, -0.032], [-0.006, -0.022, 0.005], [0.002, 0.023, 0.008], [-0.025, -0.035, -0.013], [-0.016, -0.003, 0.003], [0.007, 0.044, 0.014], [-0.003, -0.004, 0.002], [0.010, -0.013, 0.002], [-0.010, 0.026, -0.030], [0.005, 0.006, -0.007], [0.002, -0.005, -0.005], [0.000, 0.000, 0.013], [0.001, -0.006, 0.031], [-0.029, 0.066, 0.004], [0.005, -0.009, -0.001], [-0.001, 0.013, -0.001], [0.016, 0.008, 0.001], [0.005, -0.054, -0.005], [-0.022, 0.034, -0.042], [-0.013, 0.000, 0.052], [0.043, 0.029, -0.006], [0.007, -0.019, 0.003], [-0.038, 0.026, 0.027], [0.016, -0.032, -0.019], [0.132, -0.018, 0.007], [-0.022, 0.018, 0.017], [0.007, -0.021, -0.032], [-0.111, 0.215, 0.132], [-0.017, -0.058, -0.108], [-0.001, 0.063, 0.061], [-0.003, -0.048, -0.015], [0.019, 0.065, -0.045], [-0.002, 0.036, 0.043], [0.091, -0.029, 0.002], [0.030, 0.051, 0.031], [0.015, -0.042, 0.013], [-0.052, -0.001, 0.006], [0.009, -0.022, -0.045], [0.112, 0.002, -0.054], [-0.055, 0.029, -0.056], [0.020, -0.005, -0.020], [-0.032, 0.009, 0.061], [0.038, -0.042, -0.032], [-0.094, -0.022, 0.008], [-0.034, -0.037, 0.060], [-0.006, -0.015, -0.044], [-0.009, 0.038, -0.014], [0.062, 0.014, -0.003], [0.015, -0.005, 0.001], [-0.031, 0.016, -0.015], [0.001, 0.000, 0.019], [0.000, 0.004, 0.005], [0.056, -0.020, -0.012], [0.010, 0.001, 0.009], [-0.006, -0.001, -0.001], [-0.087, -0.042, -0.041], [0.016, -0.024, -0.014], [0.002, -0.005, 0.002], [-0.008, -0.008, 0.006], [-0.019, -0.033, -0.042], [0.024, 0.140, 0.086], [0.807, -0.597, 0.493]],
  "orbital_gap_ev": [4.02, 5.21],
  "lumo_ev": [3.48, 3.48],
  "multiplicity": 2,
  "charge": -2
}


Electronic energy: -4341.1323; -9437.4633; -199900.1542 (eV)